1.
9
Properties=species:S:1:pos:R:3 method="wB97M-V/def2-TZVPD" total_charge=0 smiles="NC(=S)C(=O)O"
N 0.45 1.31 0.30
C 0.58 0.06 -0.07
S 2.06 -0.73 -0.39
C -0.98 -0.48 -0.32
O -1.97 0.19 -0.63
O -0.96 -1.89 0.27
H -0.44 1.71 -0.22
H 1.30 1.89 0.53
H -0.04 -2.06 0.53

---

2.
9
Properties=species:S:1:pos:R:3 method="wB97M-V/def2-TZVPD" total_charge=0 smiles="O=CN(O)C=S"
O -0.19 -0.95 1.92
C 0.55 -0.74 0.99
N 0.23 0.10 -0.07
O 1.19 0.49 -0.93
C -1.11 0.24 -0.62
S -2.43 0.25 0.23
H 1.62 -1.06 0.85
H 1.27 1.41 -0.65
H -1.12 0.26 -1.72

---

3.
9
Properties=species:S:1:pos:R:3 method="wB97M-V/def2-TZVPD" total_charge=0
C -0.88 -1.67 -1.17
C 0.00 -1.54 -0.35
N 1.17 0.52 0.40
O 2.00 1.40 -0.39
O 0.89 -1.55 2.03
S 1.38 -1.37 0.67
H -1.61 -2.07 -1.71
H 1.54 1.09 -1.21
H 1.27 0.75 1.44

---

4.
9
Properties=species:S:1:pos:R:3 method="wB97M-V/def2-TZVPD" total_charge=0 smiles="O=NOCC=S"
O -1.33 1.70 -0.97
N -0.47 2.04 -0.26
O 0.51 1.30 0.15
C 0.57 -0.11 -0.30
C -0.22 -0.97 0.62
S 0.49 -2.19 1.50
H 1.63 -0.64 -0.41
H 0.07 -0.14 -1.27
H -1.26 -1.00 0.94

---

Sequential Kohn-Sham gap output: 8.66 8.70 9.48 8.31 eV
Sequential energy above the lowest of the compared OMol25 structures with the same formula, charge and spin output: 42.0 74.2 154.2 122.2 kcal per mole
Sequential E output: -681.39233 -681.34113 -681.21358 -681.26453 hartree